Entry 1:
Below is 21 unconnected molecules or ions with the total composition H43O21, with properties calculated with ωB97M-V/def2-TZVPD.

spin multiplicity: 1
highest occupied orbital energy: -12.67 eV
frontier orbital gap: 10.124 eV
net charge: +1

Geometry as XYZ:
```
64
Properties=species:S:1:pos:R:3:lowdin_charge:R:1
O 1.534 3.294 -3.904 -0.029
H 0.590 -1.855 2.542 0.050
H 2.474 3.108 -3.824 0.067
O -1.142 1.296 -4.510 -0.059
H -1.405 0.975 -5.400 0.092
H 1.157 3.995 -3.374 0.061
O 1.673 -3.700 1.882 -0.077
H 1.084 -4.452 1.924 0.036
H 1.439 1.965 1.668 0.026
O -0.548 -1.904 -3.728 -0.054
H 2.494 3.114 1.679 0.049
H 1.277 -1.249 -1.713 0.087
O -2.974 1.197 2.512 -0.044
H -2.241 1.036 3.123 0.007
H -3.640 1.576 3.092 0.066
O 2.408 2.154 1.552 -0.068
H -0.540 -1.874 -2.735 0.037
H -0.099 1.493 4.744 0.070
O -1.580 -0.456 -0.766 -0.037
H -1.443 -1.354 -0.450 0.049
H -2.406 -0.069 -0.489 0.040
O 1.044 0.552 -3.296 -0.072
H 0.684 0.099 -4.065 0.034
H 1.176 1.493 -3.445 -0.015
O -3.915 -0.511 0.828 -0.084
H -4.903 -0.546 0.856 0.119
H -3.340 -0.393 1.618 0.060
O 0.263 1.052 0.118 0.006
H 1.116 0.565 -0.321 0.144
H -0.387 0.294 0.276 0.078
O 4.161 -2.196 2.360 -0.055
H 4.150 -1.931 3.285 0.058
H 3.773 -1.457 1.867 0.039
O 3.441 -2.415 -0.164 -0.059
H 4.369 -2.220 0.049 0.061
H 3.345 -3.310 0.176 0.043
O -0.776 2.032 -1.895 -0.025
H -0.284 1.368 -0.778 0.061
H -1.726 1.822 -1.879 0.058
O -0.735 0.913 4.318 -0.034
H -1.266 0.683 5.087 0.074
H -3.695 2.915 -0.216 0.049
O -1.820 -4.268 2.634 -0.094
H -1.720 -3.411 2.130 0.012
H -0.873 2.099 -4.994 0.076
O -0.946 3.765 1.419 -0.075
H -1.476 -1.737 -3.926 0.045
O -2.734 -2.740 0.724 -0.093
H -3.310 -3.302 0.202 0.062
H -3.148 -1.853 0.482 -0.002
O -3.089 2.993 -0.951 -0.033
H -2.644 3.837 -0.982 0.047
H -0.506 1.656 -2.778 0.041
O 1.097 -0.938 -0.793 -0.053
H -1.642 -4.859 1.900 0.018
H 1.820 -1.507 -0.471 0.041
O 4.627 0.680 -0.667 -0.043
H 3.870 0.711 -0.077 0.001
H 4.447 0.881 -1.587 0.034
O 0.202 -1.024 2.129 -0.093
H 2.525 -3.750 2.426 0.075
H 0.161 -0.426 2.944 0.041
H -0.350 4.136 2.101 0.045
H -0.175 3.581 0.811 0.042
```



Entry 2:
Below is a molecular structure, C32H25N5O7Pb, with properties calculated with ωB97M-V/def2-TZVPD.

spin multiplicity: 1
highest occupied orbital energy: -2.17 eV
frontier orbital gap: 6.408 eV
net charge: -2

Geometry as XYZ:
```
70
Properties=species:S:1:pos:R:3:lowdin_charge:R:1
Pb 9.382 -7.789 15.118 1.568
O 8.116 -8.631 17.105 -0.212
C 7.578 -9.751 17.302 -0.397
C 7.373 -10.312 18.627 -0.011
C 6.764 -11.524 18.810 -0.122
C 6.419 -12.355 17.733 -0.132
C 6.585 -11.860 16.447 -0.082
C 7.125 -10.599 16.221 -0.145
C 7.001 -10.099 14.861 -0.124
N 7.322 -8.977 14.354 -0.057
C 6.992 -8.798 12.927 -0.201
C 8.255 -8.367 12.174 -0.239
N 8.726 -7.160 12.804 -0.068
C 8.284 -6.053 12.328 -0.098
C 8.336 -4.703 12.933 -0.121
C 7.809 -3.592 12.182 -0.078
C 7.885 -2.309 12.668 -0.142
C 8.399 -2.043 13.955 -0.102
C 8.806 -3.090 14.715 -0.025
C 8.783 -4.452 14.281 -0.378
O 9.168 -5.391 15.070 -0.267
H 7.766 -9.735 19.409 0.085
H 6.580 -11.929 19.751 0.068
H 6.203 -13.405 17.915 0.080
H 6.461 -12.454 15.580 0.086
H 6.695 -10.864 14.174 0.103
H 6.514 -9.729 12.496 0.123
H 6.271 -8.006 12.841 0.099
H 8.976 -9.172 12.303 0.089
H 7.934 -8.169 11.142 0.108
H 7.772 -6.042 11.305 0.132
H 7.479 -3.707 11.170 0.085
H 7.575 -1.538 12.008 0.067
H 8.524 -1.078 14.359 0.080
H 9.170 -2.978 15.729 0.100
O 10.195 -9.790 13.786 -0.278
C 11.170 -10.531 13.415 -0.404
C 11.035 -11.936 13.275 -0.054
C 12.007 -12.713 12.728 -0.159
C 13.195 -12.141 12.357 -0.158
C 13.368 -10.777 12.451 -0.068
C 12.431 -9.944 13.041 -0.072
C 12.617 -8.448 13.220 -0.317
N 12.833 -7.538 12.284 0.092
C 12.984 -6.361 13.000 -0.162
C 12.920 -6.635 14.355 -0.135
N 12.654 -7.943 14.476 0.083
H 10.045 -12.293 13.626 0.109
H 11.739 -13.753 12.539 0.091
H 13.931 -12.778 11.858 0.082
H 14.228 -10.295 12.110 0.084
H 13.128 -5.457 12.459 0.068
H 13.158 -5.931 15.156 0.111
H 12.733 -8.450 15.370 0.117
O 15.236 -7.966 17.969 -0.064
C 14.032 -7.670 17.725 -0.643
O 13.177 -8.311 17.111 -0.041
C 13.612 -6.199 18.141 -0.103
C 14.639 -5.311 18.484 -0.018
C 14.356 -3.964 18.686 -0.068
C 13.038 -3.486 18.592 -0.020
C 12.016 -4.398 18.294 -0.108
C 12.301 -5.753 18.065 0.048
N 10.619 -3.851 18.344 -0.346
O 9.643 -4.600 18.444 0.068
O 10.526 -2.651 18.332 0.038
H 15.598 -5.730 18.541 0.089
H 15.131 -3.274 18.878 0.078
H 12.898 -2.466 18.775 0.085
H 11.577 -6.482 17.856 0.106
```



Entry 3:
Below is 2 unconnected molecules or ions with the total composition C2H5OP, with properties calculated with ωB97M-V/def2-TZVPD.

spin multiplicity: 1
highest occupied orbital energy (spin up / spin down): -8.61 / -8.36 eV
frontier orbital gap (spin up / spin down): 7.858 / 8.185 eV
net charge: 0

Geometry as XYZ:
```
9
Properties=species:S:1:pos:R:3:lowdin_charge:R:1
C -0.577 -0.764 -2.719 -0.092
C 0.183 -0.072 1.259 -0.497
O -0.099 -0.539 -3.803 -0.014
P -0.947 0.928 0.143 0.685
H -1.299 -1.582 -2.520 0.052
H 0.395 0.400 2.242 0.028
H 1.081 -0.213 0.750 -0.018
H -0.244 -0.997 1.587 -0.006
H -0.196 2.084 0.703 -0.137
```



Entry 4:
Below is a molecular structure, C4H5O4V, with properties calculated with ωB97M-V/def2-TZVPD.

spin multiplicity: 4
highest occupied orbital energy (spin up / spin down): -12.68 / -14.25 eV
frontier orbital gap (spin up / spin down): 8.180 / 9.784 eV
net charge: +1
⟨S²⟩: 3.760

Geometry as XYZ:
```
14
Properties=species:S:1:pos:R:3:lowdin_charge:R:1
O 2.687 -0.510 0.112 0.036
C 2.324 -1.648 -0.060 -0.307
O 2.343 -2.788 0.190 0.292
O 0.434 -0.571 -1.014 -0.330
C -0.874 -0.803 -0.702 -0.261
C -1.551 0.032 0.322 -0.006
O -1.195 1.068 0.904 0.004
C -0.065 1.979 0.540 -0.142
V 1.448 0.965 -0.473 1.065
H -1.015 -1.835 -0.310 0.162
H -1.567 -0.748 -1.573 0.165
H -2.524 -0.348 0.665 0.172
H 0.119 2.482 1.498 0.071
H -0.566 2.723 -0.098 0.079
```



Entry 5:
Below is a molecular structure, C20H39N4NiP, with properties calculated with ωB97M-V/def2-TZVPD.

spin multiplicity: 3
highest occupied orbital energy (spin up / spin down): -14.88 / -15.34 eV
frontier orbital gap (spin up / spin down): 9.707 / 9.142 eV
net charge: +2
⟨S²⟩: 2.006

Geometry as XYZ:
```
65
Properties=species:S:1:pos:R:3:lowdin_charge:R:1
Ni 0.170 0.504 -0.614 0.549
C 0.861 3.072 -1.795 -0.197
C 1.054 3.472 -0.362 -0.136
N 1.175 2.220 0.468 -0.080
C 2.585 1.731 0.644 -0.099
C 3.020 0.691 -0.367 -0.205
C 4.354 0.454 -0.671 0.032
C 4.649 -0.417 -1.737 -0.002
C 3.618 -1.056 -2.394 0.028
C 2.268 -0.737 -2.036 -0.237
C 1.095 -1.271 -2.818 -0.105
N -0.205 -0.738 -2.349 -0.095
C -0.857 0.139 -3.317 -0.179
C -0.264 1.544 -3.340 -0.136
N -0.131 2.047 -1.962 -0.122
N 2.047 0.131 -1.102 0.052
H 1.764 2.641 -2.208 0.124
H 0.472 3.954 -2.378 0.162
H 0.185 4.020 -0.005 0.130
H 1.955 4.073 -0.226 0.131
H 0.780 2.396 1.390 0.096
H 2.630 1.256 1.605 0.111
H 3.257 2.612 0.666 0.144
H 5.119 0.961 -0.201 0.105
H 5.706 -0.572 -2.065 0.147
H 3.888 -1.867 -3.047 0.127
H 1.078 -2.359 -2.755 0.143
H 1.296 -1.027 -3.839 0.128
H -0.820 -1.575 -2.219 0.144
H -1.935 0.083 -3.065 0.133
H -0.767 -0.284 -4.336 0.140
H -0.858 2.210 -3.956 0.141
H 0.728 1.505 -3.757 0.124
H -1.013 2.417 -1.654 0.130
C -1.924 -0.695 3.794 -0.113
C -0.723 -0.579 2.888 -0.515
C 0.002 0.680 3.349 -0.112
P -0.994 -0.746 1.020 1.073
C -0.973 -2.577 0.727 -0.521
C 0.435 -3.123 0.553 -0.123
C -1.588 -3.458 1.885 -0.080
C -2.648 -0.083 0.461 -0.561
C -3.853 -0.828 0.989 -0.093
C -2.776 1.374 0.852 -0.115
H -1.636 -0.971 4.823 0.105
H -2.618 -1.464 3.418 0.060
H -2.454 0.309 3.872 0.105
H -0.025 -1.421 3.056 0.110
H -0.556 1.584 3.333 0.069
H 0.948 0.791 2.767 0.054
H 0.288 0.452 4.384 0.103
H -1.570 -2.773 -0.134 0.089
H 1.005 -3.357 1.453 0.091
H 1.067 -2.432 -0.077 0.057
H 0.345 -4.069 0.025 0.089
H -1.090 -3.203 2.817 0.066
H -1.351 -4.519 1.747 0.093
H -2.684 -3.322 1.943 0.077
H -2.683 -0.147 -0.646 0.095
H -3.902 -0.678 2.048 0.056
H -3.820 -1.879 0.769 0.069
H -4.779 -0.318 0.696 0.106
H -2.934 1.344 1.981 0.101
H -3.560 1.902 0.342 0.086
H -1.851 1.972 0.665 0.051
```



Entry 6:
Below is C4H7NO in the gas phase, with properties calculated with ωB97M-V/def2-TZVPD.

spin multiplicity: 1
highest occupied orbital energy: -9.79 eV
frontier orbital gap: 10.737 eV
net charge: 0
SMILES string: C[C@H]1CC(=O)N1

Geometry as XYZ:
```
13
Properties=species:S:1:pos:R:3:lowdin_charge:R:1
C 0.003 0.628 1.452 -0.062
C -0.443 0.464 0.006 -0.346
C 0.689 0.258 -1.033 -0.028
C 0.175 -1.187 -1.135 -0.488
O 0.545 -2.206 -1.661 0.072
N -0.907 -0.886 -0.344 0.106
H -0.856 0.767 2.118 0.074
H 0.554 -0.259 1.783 0.085
H 0.656 1.500 1.562 0.079
H -1.164 1.242 -0.269 0.133
H 0.567 0.829 -1.958 0.115
H 1.713 0.359 -0.665 0.117
H -1.534 -1.511 0.144 0.145
```



Entry 7:
Below is a molecular structure, C44H27AlBrF4O6, with properties calculated with ωB97M-V/def2-TZVPD.

spin multiplicity: 1
highest occupied orbital energy: -5.58 eV
frontier orbital gap: 5.926 eV
net charge: -1

Geometry as XYZ:
```
83
Properties=species:S:1:pos:R:3:lowdin_charge:R:1
F -3.928 3.974 2.209 -0.058
C -3.412 4.941 1.194 -0.129
F -4.308 6.149 1.054 -0.074
C -1.874 5.438 1.467 -0.337
F -1.596 6.753 0.776 -0.113
F -0.912 4.386 0.985 -0.121
Al -1.411 5.751 3.453 -0.017
Br -0.764 3.682 4.612 -0.039
H -3.415 4.424 0.118 0.160
H -2.537 6.548 4.261 -0.123
H -0.122 6.722 3.446 -0.117
C -3.389 -1.904 -5.722 -0.063
C -4.479 -1.308 -5.089 -0.061
C -4.287 -0.194 -4.270 0.006
C -2.999 0.318 -4.073 -0.088
C -1.906 -0.294 -4.686 -0.084
C -2.103 -1.400 -5.522 0.004
C -0.537 0.207 -4.446 -0.282
O 0.423 -0.327 -4.988 0.091
C -0.342 1.355 -3.539 -0.096
C 0.955 1.804 -3.257 0.003
C 1.148 2.898 -2.410 -0.052
C 0.050 3.550 -1.851 -0.035
C -1.243 3.102 -2.125 0.019
C -1.438 1.996 -2.963 -0.101
C -2.808 1.507 -3.219 -0.295
O -3.773 2.077 -2.724 0.088
H -3.540 -2.767 -6.368 0.105
H -5.480 -1.708 -5.235 0.106
H -5.144 0.270 -3.783 0.122
H -1.256 -1.875 -6.015 0.120
H 1.818 1.302 -3.692 0.121
H 2.156 3.241 -2.188 0.109
H 0.200 4.406 -1.197 0.108
H -2.096 3.613 -1.681 0.107
C 2.325 -0.468 0.239 -0.042
C 2.728 -1.571 0.991 -0.045
C 3.987 -1.584 1.592 0.009
C 4.852 -0.494 1.432 -0.087
C 4.459 0.598 0.660 -0.081
C 3.187 0.617 0.071 0.019
C 5.381 1.731 0.443 -0.275
O 5.035 2.693 -0.233 0.097
C 6.729 1.685 1.043 -0.083
C 7.635 2.725 0.798 0.006
C 8.907 2.695 1.373 -0.063
C 9.275 1.634 2.200 -0.065
C 8.376 0.594 2.442 0.003
C 7.105 0.615 1.854 -0.085
C 6.175 -0.508 2.087 -0.278
O 6.499 -1.443 2.810 0.091
H 1.340 -0.454 -0.223 0.097
H 2.061 -2.422 1.111 0.105
H 4.293 -2.446 2.182 0.121
H 2.868 1.472 -0.522 0.103
H 7.355 3.559 0.156 0.121
H 9.611 3.502 1.177 0.105
H 10.263 1.615 2.654 0.104
H 8.672 -0.234 3.085 0.120
C -3.652 -0.497 0.000 -0.035
C -2.310 -0.717 -0.307 -0.036
C -1.691 -1.907 0.082 0.013
C -2.414 -2.874 0.790 -0.086
C -3.749 -2.644 1.118 -0.085
C -4.373 -1.457 0.712 0.016
C -4.507 -3.635 1.907 -0.278
O -5.681 -3.435 2.193 0.096
C -3.828 -4.867 2.355 -0.084
C -4.517 -5.789 3.153 0.005
C -3.887 -6.963 3.570 -0.063
C -2.572 -7.224 3.185 -0.064
C -1.881 -6.305 2.394 0.004
C -2.507 -5.119 1.987 -0.084
C -1.756 -4.137 1.181 -0.277
O -0.599 -4.363 0.846 0.087
H -4.137 0.426 -0.311 0.110
H -1.744 0.036 -0.850 0.101
H -0.644 -2.074 -0.166 0.109
H -5.420 -1.276 0.952 0.123
H -5.545 -5.595 3.456 0.120
H -4.422 -7.675 4.194 0.105
H -2.083 -8.142 3.503 0.105
H -0.853 -6.513 2.101 0.120
```



Entry 8:
Below is C3H4F2 in the gas phase, with properties calculated with ωB97M-V/def2-TZVPD.

spin multiplicity: 1
highest occupied orbital energy: -10.15 eV
frontier orbital gap: 11.170 eV
net charge: 0
SMILES string: C=C(F)CF

Geometry as XYZ:
```
9
Properties=species:S:1:pos:R:3:lowdin_charge:R:1
C 0.304 0.488 0.956 -0.134
C -0.463 -0.166 -0.188 -0.353
C -0.037 -0.377 -1.407 0.082
H 1.218 1.006 0.743 0.109
H -0.374 1.288 1.418 0.137
H -0.398 -1.227 -2.060 0.102
H 0.725 0.229 -1.779 0.044
F 0.541 -0.436 1.985 -0.049
F -1.515 -0.805 0.332 0.061
```